{"formula": "C5H9NO", "method": "the ωB97M-V functional and the def2-TZVPD basis", "symbols": ["O", "C", "C", "C", "C", "N", "C", "H", "H", "H", "H", "H", "H", "H", "H", "H"], "xyz": [[-2.4355, -1.3156, 0.6436], [-1.3755, -0.7810, -0.1009], [-1.1104, 0.7457, -0.0496], [0.3579, 0.4004, 0.0170], [2.2751, 0.6348, -0.8291], [1.4481, 1.1650, 0.1157], [0.0857, -1.0602, 0.3369], [-2.2912, -1.0947, 1.5729], [-1.5353, -1.1162, -1.1285], [-1.4921, 1.2002, 0.8798], [-1.4733, 1.3395, -0.8958], [1.9330, 0.5906, -1.8545], [3.3050, 0.3823, -0.5892], [1.5619, 2.0307, 0.6472], [0.6154, -1.8579, -0.1875], [0.1311, -1.2638, 1.4220]], "lowdin_charge": [-0.025, -0.376, -0.062, -0.285, -0.038, -0.068, -0.070, 0.090, 0.147, 0.119, 0.109, 0.047, 0.046, 0.144, 0.103, 0.117], "de_lowest_kcal_mol": 113.80, "homo_lumo_gap_ev": [8.1, 7.9], "e_tot_ha": -325.756199}

{"formula": "C21H69N3O12", "method": "the ωB97M-V functional and the def2-TZVPD basis", "symbols": ["C", "O", "C", "C", "C", "N", "H", "H", "H", "H", "H", "H", "H", "H", "H", "H", "H", "C", "O", "C", "C", "C", "N", "H", "H", "H", "H", "H", "H", "H", "H", "H", "H", "H", "C", "O", "C", "C", "C", "N", "H", "H", "H", "H", "H", "H", "H", "H", "H", "H", "H", "C", "O", "H", "H", "H", "H", "C", "O", "H", "H", "H", "H", "C", "O", "H", "H", "H", "H", "C", "O", "H", "H", "H", "H", "C", "O", "H", "H", "H", "H", "C", "O", "H", "H", "H", "H", "C", "O", "H", "H", "H", "H", "C", "O", "H", "H", "H", "H", "C", "O", "H", "H", "H", "H"], "xyz": [[-4.8057, -1.6032, -1.0453], [-5.2145, -2.4515, -2.0947], [-4.6100, -3.7458, -1.9473], [-5.2390, -4.8045, -2.9093], [-4.5504, -6.1579, -2.8401], [-5.1039, -4.3467, -4.2579], [-5.3580, -0.6880, -1.2586], [-3.7741, -1.3360, -0.8161], [-5.2613, -2.0485, -0.1608], [-3.5734, -3.5413, -2.2150], [-4.6722, -3.9902, -0.8869], [-6.3015, -4.8180, -2.6662], [-4.9813, -6.8637, -3.5503], [-4.7546, -6.6771, -1.9037], [-3.4860, -6.0158, -3.0269], [-5.4744, -3.4078, -4.2959], [-4.1162, -4.1688, -4.3713], [-4.0119, 6.1950, 2.6420], [-2.7447, 5.7042, 2.1967], [-2.8469, 4.3628, 1.7490], [-1.4562, 3.8007, 1.5738], [-1.6926, 2.3500, 1.0542], [-0.7779, 3.6162, 2.8520], [-3.8583, 7.2288, 2.9515], [-4.4000, 5.5899, 3.4613], [-4.5849, 6.2725, 1.7180], [-3.3914, 3.7393, 2.4581], [-3.5257, 4.3310, 0.8968], [-0.7829, 4.3219, 0.8932], [-2.5258, 1.8422, 1.5400], [-0.8121, 1.7076, 1.0609], [-1.8898, 2.3020, -0.0168], [-0.6999, 4.5114, 3.3131], [-1.4323, 3.0896, 3.4128], [5.7311, 1.9901, 4.5695], [5.4028, 0.7204, 4.0468], [5.0534, 0.7090, 2.6632], [4.6689, -0.7147, 2.1167], [5.7508, -1.7403, 2.3608], [4.3770, -0.6059, 0.6655], [6.6228, 2.3478, 4.0548], [6.0633, 2.0927, 5.6026], [4.9029, 2.6644, 4.3517], [4.2903, 1.4541, 2.4384], [5.9709, 1.0447, 2.1798], [3.7591, -0.9929, 2.6486], [5.6436, -2.0579, 3.3980], [6.7297, -1.3393, 2.0980], [5.6365, -2.6287, 1.7396], [3.8357, 0.2410, 0.5664], [5.1933, -0.3785, 0.1159], [-2.5693, -2.3059, 1.9277], [-1.1663, -2.1415, 1.9380], [-3.0462, -1.4207, 1.5068], [-2.8433, -3.1664, 1.3172], [-2.9073, -2.5103, 2.9436], [-0.9808, -1.6175, 1.1553], [4.5758, 2.7079, -0.5145], [3.3375, 2.0085, -0.4238], [5.3959, 2.1334, -0.0838], [4.9115, 2.8197, -1.5455], [4.6215, 3.7057, -0.0783], [2.8566, 2.4323, 0.2909], [0.5522, 0.3446, 3.4924], [0.0845, -0.9419, 3.9645], [1.6079, 0.5529, 3.6662], [0.4101, 0.4619, 2.4181], [0.0708, 1.2015, 3.9636], [-0.2720, -1.4360, 3.2226], [-0.4101, 3.9630, -2.0748], [-1.1983, 4.4903, -3.0771], [-0.9479, 3.1380, -1.6077], [0.6409, 3.7695, -2.2891], [-0.2439, 4.5972, -1.2040], [-1.4590, 3.7504, -3.6305], [0.4451, -3.1441, -2.3376], [0.1632, -3.7344, -3.5911], [1.2448, -3.7116, -1.8616], [0.8627, -2.1555, -2.5284], [-0.3855, -3.1158, -1.6323], [0.9699, -4.0688, -3.9897], [2.2487, 1.2079, -3.8725], [2.9496, 2.2528, -3.1692], [1.3203, 1.0667, -3.3192], [2.0170, 1.5889, -4.8671], [2.8338, 0.2897, -3.9257], [3.3271, 2.0220, -2.3173], [-2.2631, -0.6088, -3.2190], [-1.6952, 0.5738, -2.7024], [-2.3258, -1.4202, -2.4939], [-3.2721, -0.4989, -3.6164], [-1.5940, -1.0648, -3.9487], [-1.6395, 1.1766, -3.4474], [0.9357, -0.0935, -0.4434], [-0.3496, -0.6443, -0.2175], [1.5654, -0.1718, 0.4428], [1.4471, -0.7147, -1.1789], [0.7717, 0.9400, -0.7484], [-0.9263, -0.4497, -0.9598], [1.9393, -3.3756, 0.9991], [3.2842, -3.1951, 0.6063], [1.6940, -3.0675, 2.0155], [1.2521, -2.8238, 0.3577], [1.7294, -4.4357, 0.8571], [3.5069, -2.2665, 0.7051]], "lowdin_charge": [-0.134, -0.204, -0.179, -0.442, -0.062, 0.035, 0.096, 0.064, 0.088, 0.113, 0.116, 0.141, 0.078, 0.075, 0.081, 0.067, 0.070, -0.091, -0.196, -0.235, -0.394, -0.061, 0.045, 0.086, 0.091, 0.087, 0.117, 0.128, 0.122, 0.085, 0.048, 0.052, 0.070, 0.069, -0.110, -0.189, -0.191, -0.387, -0.049, 0.050, 0.079, 0.088, 0.084, 0.109, 0.114, 0.135, 0.089, 0.084, 0.074, 0.027, 0.090, -0.121, -0.139, 0.072, 0.073, 0.091, 0.029, -0.127, -0.146, 0.067, 0.084, 0.097, 0.097, -0.139, -0.123, 0.061, 0.042, 0.055, -0.001, -0.190, -0.076, 0.053, 0.078, 0.069, 0.071, -0.163, -0.120, 0.079, 0.063, 0.077, 0.077, -0.125, -0.148, 0.050, 0.080, 0.079, 0.007, -0.148, -0.118, 0.053, 0.092, 0.089, 0.079, -0.126, -0.146, 0.070, 0.070, 0.080, 0.050, -0.161, -0.133, 0.077, 0.039, 0.085, -0.010], "de_lowest_kcal_mol": 55.69, "homo_lumo_gap_ev": 9.5, "e_tot_ha": -1908.367352}

{"formula": "C31H39ClN6O12S", "method": "the ωB97M-V functional and the def2-TZVPD basis", "symbols": ["C", "C", "O", "C", "C", "O", "C", "C", "N", "C", "C", "N", "C", "C", "C", "C", "Cl", "O", "C", "N", "O", "S", "O", "O", "H", "H", "H", "H", "H", "H", "H", "H", "H", "H", "H", "H", "H", "H", "H", "H", "H", "H", "H", "H", "H", "H", "H", "H", "O", "N", "O", "C", "C", "C", "C", "C", "C", "H", "H", "H", "H", "H", "O", "N", "O", "C", "C", "C", "C", "C", "C", "H", "H", "H", "H", "H", "O", "N", "O", "C", "C", "C", "C", "C", "C", "H", "H", "H", "H", "H"], "xyz": [[3.9632, 0.3274, 2.1974], [2.8262, 1.2033, 1.7035], [2.5217, 2.1643, 2.6975], [1.4781, 3.0437, 2.3550], [0.1911, 2.7076, 3.0829], [-0.0667, 1.3079, 2.9510], [-1.3204, 0.9187, 3.3524], [-1.3761, -0.5532, 3.8181], [-0.2574, -0.7872, 4.7321], [-1.4747, -1.6612, 2.7361], [-2.4778, -2.7377, 3.2220], [-2.0373, -4.1259, 3.0784], [-1.8272, -1.1174, 1.3427], [-0.6440, -0.5904, 0.5452], [-0.8528, -0.4248, -0.9701], [-2.1172, 0.2479, -1.4702], [0.5502, 0.5612, -1.5573], [-2.4687, -2.1686, 0.5481], [-1.6815, -3.1425, 0.2438], [-0.9801, -4.0066, -0.0497], [-2.9176, -0.2165, 1.4819], [-2.6095, 1.2468, 2.0850], [-3.8123, 1.6226, 2.7487], [-2.0615, 2.0681, 1.0557], [4.4556, -0.1268, 1.3349], [3.5866, -0.4706, 2.8368], [4.6945, 0.9130, 2.7503], [1.9418, 0.5871, 1.5052], [3.0850, 1.6970, 0.7580], [1.2982, 3.0386, 1.2740], [1.7822, 4.0487, 2.6588], [0.2653, 2.9538, 4.1484], [-0.6291, 3.2836, 2.6462], [-1.6876, 1.5262, 4.1894], [-2.2944, -0.5853, 4.4099], [0.2776, -1.6032, 4.4693], [-0.5884, -0.9568, 5.6725], [-0.4931, -2.1349, 2.6384], [-2.7000, -2.5499, 4.2726], [-3.4200, -2.6094, 2.6831], [-1.9228, -4.5756, 3.9737], [-1.1835, -4.2347, 2.5488], [-0.2848, 0.3427, 0.9713], [0.1770, -1.3005, 0.6786], [-0.7048, -1.3877, -1.4551], [-2.1781, 0.1086, -2.5490], [-3.0101, -0.2081, -1.0433], [-2.1147, 1.3162, -1.2753], [1.5019, 7.1307, -6.7812], [0.4640, 6.5207, -6.6173], [-0.5921, 6.8024, -7.1468], [0.4878, 5.3584, -5.7097], [1.6728, 5.0371, -5.0734], [1.6860, 3.9488, -4.2157], [0.5299, 3.2071, -4.0091], [-0.6475, 3.5476, -4.6642], [-0.6756, 4.6341, -5.5241], [2.5597, 5.6269, -5.2489], [2.6023, 3.6810, -3.7065], [0.5336, 2.3584, -3.3379], [-1.5460, 2.9642, -4.5092], [-1.5792, 4.9155, -6.0432], [7.3671, -0.8167, 3.1361], [6.5914, -1.3203, 3.9230], [5.7560, -0.7096, 4.5573], [6.6652, -2.7812, 4.1167], [7.6207, -3.4972, 3.4205], [7.6888, -4.8679, 3.6140], [6.8107, -5.4936, 4.4888], [5.8571, -4.7522, 5.1740], [5.7783, -3.3808, 4.9912], [8.2922, -2.9901, 2.7445], [8.4300, -5.4468, 3.0805], [6.8703, -6.5636, 4.6380], [5.1738, -5.2417, 5.8543], [5.0474, -2.7833, 5.5150], [-3.6168, 1.6869, -5.5042], [-4.2636, 1.0089, -4.7307], [-4.1996, 1.0978, -3.5206], [-5.1830, 0.0066, -5.2971], [-5.2467, -0.1350, -6.6709], [-6.1047, -1.0883, -7.1952], [-6.8764, -1.8733, -6.3487], [-6.7972, -1.7083, -4.9720], [-5.9427, -0.7602, -4.4331], [-4.6381, 0.4868, -7.3099], [-6.1690, -1.2180, -8.2668], [-7.5427, -2.6178, -6.7638], [-7.4009, -2.3191, -4.3150], [-5.8648, -0.6150, -3.3661]], "lowdin_charge": [-0.069, -0.276, -0.129, -0.178, -0.144, -0.123, -0.323, -0.282, 0.092, -0.158, -0.200, 0.021, -0.409, -0.146, -0.641, -0.123, 0.671, 0.079, -0.362, 0.207, -0.124, 0.706, -0.234, -0.232, 0.080, 0.069, 0.073, 0.092, 0.118, 0.130, 0.132, 0.138, 0.122, 0.149, 0.143, 0.080, 0.085, 0.145, 0.115, 0.121, 0.065, 0.045, 0.085, 0.133, 0.092, 0.068, 0.083, 0.070, 0.071, -0.355, 0.073, -0.150, -0.008, -0.063, -0.072, -0.051, 0.002, 0.117, 0.107, 0.025, 0.090, 0.119, 0.079, -0.345, 0.068, -0.145, -0.002, -0.064, -0.072, -0.067, -0.005, 0.120, 0.108, 0.107, 0.107, 0.118, 0.076, -0.335, 0.067, -0.145, -0.001, -0.063, -0.070, -0.063, 0.000, 0.120, 0.109, 0.108, 0.109, 0.120], "homo_lumo_gap_ev": 9.0, "e_tot_ha": -3294.111991}

{"formula": "C2H3NP2", "method": "the ωB97M-V functional and the def2-TZVPD basis", "symbols": ["C", "C", "N", "P", "P", "H", "H", "H"], "xyz": [[-0.3192, -1.5379, 0.2360], [-1.1931, 1.0479, 0.2323], [-1.4844, -1.8717, 0.0424], [-2.6801, 0.3415, 0.0039], [0.3420, 0.1558, 0.5884], [0.4685, -2.3000, 0.3168], [-1.0840, 2.1244, 0.2925], [0.9253, 0.3352, -0.6709]], "lowdin_charge": [-0.641, -0.879, -0.062, 0.849, 0.777, 0.053, -0.026, -0.072], "de_lowest_kcal_mol": 47.03, "homo_lumo_gap_ev": [7.7, 7.7], "e_tot_ha": -815.350725}